A cluster of 4 separate species, H10NO3 in total in a non-equilibrium geometry, computed with ωB97M-V with the def2-TZVPD basis set.

Each line ends with the natural charge from an NBO analysis.
Cartesian coordinates (Å):
H: 0.2914 2.1519 -1.3334  0.462
O: 0.3168 -0.3957 3.1830  -0.975
H: 0.2947 0.4827 3.5795  0.505
H: 1.2015 -0.1553 -0.0921  0.439
H: 0.6075 -0.5007 1.4822  0.473
H: 0.5178 -1.5971 0.1659  0.451
H: -1.1464 -1.5912 -2.3683  0.491
H: -0.0363 -1.0175 3.8267  0.512
N: 0.4739 -0.6191 0.4538  -0.882
H: -0.4389 2.7115 -2.4707  0.491
H: -0.3907 -0.2607 0.0375  0.467
O: -0.1193 1.8535 -2.1558  -0.950
O: -0.5769 -0.9230 -1.9572  -0.990
H: -0.9951 -0.1394 -2.3509  0.506

Output
Max |F| ... 0.024 hartree/bohr
Energy above the lowest of the compared OMol25 structures with the same formula, charge and spin ... 66.67 kJ/mol
Lowest unoccupied orbital energy ... -3.5 eV
E_HOMO ... -15.5 eV
Orbital gap ... 12.08 eV
Total charge ... +1

=====

A structure of composition H10NaO6, computed with ωB97M-V with the def2-TZVPD basis set.

Each line ends with the natural charge from an NBO analysis.
Cartesian coordinates (Å):
O: 3.8858 -0.7319 -0.5019  -0.963
O: -3.1697 1.2521 -1.9726  -0.941
H: -1.5664 -3.5667 -3.3650  0.457
H: -0.4375 -3.2964 -2.3932  0.493
O: -0.6933 -3.1785 -3.3080  -0.951
O: 2.5760 2.6608 1.8637  -1.346
Na: -0.3987 0.1048 0.9589  0.932
H: 3.8259 -0.0121 0.1262  0.483
H: -1.5613 3.0122 3.4606  0.463
H: -4.0412 1.0265 -2.2978  0.469
H: 0.1681 -4.1136 1.5581  0.388
O: 0.7864 -3.7615 0.8885  -1.350
H: 2.2561 3.0395 2.7056  0.382
O: -1.5121 3.4614 2.6168  -0.958
H: 3.2444 -1.3725 -0.1946  0.478
H: -2.7635 1.7369 -2.6911  0.473
H: -0.5989 3.7392 2.5457  0.492

Output
Max |F| ... 0.019 hartree/bohr
Energy above the lowest of the compared OMol25 structures with the same formula, charge and spin ... 450.63 kJ/mol
Lowest unoccupied orbital energy ... 1.3 eV
E_HOMO ... -3.7 eV
Orbital gap ... 5.02 eV
Total charge ... -1

=====

A cluster of 5 separate species, H10O4S2 in total, computed with ωB97M-V with the def2-TZVPD basis set.

Each line ends with the natural charge from an NBO analysis.
Cartesian coordinates (Å):
H: 2.2539 -4.5360 2.5847  0.469
O: 4.8527 -0.9666 -0.0277  -0.930
S: -2.1025 3.9490 -0.7492  -0.112
H: 3.9420 -0.6871 -0.1743  0.464
O: -3.0941 1.2354 3.3077  -0.937
H: 4.7676 -1.9264 0.0407  0.466
O: 2.8087 -4.5532 1.7954  -0.931
H: -2.1906 -0.5565 -4.4891  0.471
H: 0.1782 3.7470 -2.1755  0.127
H: -2.8648 1.7819 4.0685  0.469
H: 2.7280 -3.6394 1.4736  0.462
H: -1.6948 3.8443 0.5268  0.123
H: -3.4688 1.8415 2.6613  0.468
H: -2.5774 -1.4010 -3.2455  0.470
O: -2.9312 -0.9682 -4.0262  -0.941
S: -0.6068 2.8353 -1.5711  -0.138

Output
Max |F| ... 0.014 hartree/bohr
Energy above the lowest of the compared OMol25 structures with the same formula, charge and spin ... 93.42 kJ/mol
Structure (SMILES) ... SS.O.O.O.O
Lowest unoccupied orbital energy ... 0.0 eV
E_HOMO ... -9.7 eV
Orbital gap ... 9.64 eV

=====

A cluster of 5 separate species, H10O4S2 in total, computed with ωB97M-V with the def2-TZVPD basis set.

Each line ends with the natural charge from an NBO analysis.
Cartesian coordinates (Å):
O: 2.3111 -6.7741 -1.2019  -0.934
H: -3.7631 4.4730 -2.6406  0.467
O: -2.9107 4.3478 -2.2245  -0.935
S: -1.3322 0.6634 0.5350  -0.131
O: 1.0805 1.3754 3.2743  -0.932
H: 3.6149 0.1925 0.6517  0.467
H: 1.7402 -6.5116 -1.9162  0.467
S: -3.0273 0.1245 -0.5920  -0.139
H: 2.9772 -6.0928 -1.1348  0.467
H: 2.4172 -0.5908 0.1768  0.466
O: 2.7011 0.0315 0.8487  -0.933
H: 0.4054 1.7888 3.8172  0.463
H: -3.1046 3.9001 -1.3992  0.467
H: -2.3013 -0.4993 -1.5498  0.141
H: 0.9606 1.7245 2.3783  0.470
H: -1.7688 1.8471 0.9771  0.128

Output
Max |F| ... 0.014 hartree/bohr
Energy above the lowest of the compared OMol25 structures with the same formula, charge and spin ... 106.53 kJ/mol
Structure (SMILES) ... SS.O.O.O.O
Lowest unoccupied orbital energy ... 0.1 eV
E_HOMO ... -8.9 eV
Orbital gap ... 9.03 eV